C23H24BGeN4O6W as an isolated structure at a distorted geometry. Source: the Open Molecules 2025 dataset; level of theory: wB97M-V/def2-TZVPD.

Summary:
2S+1: 1
Molar mass, g/mol: 719.73
HOMO, eV: -10.9
Frontier orbital gap, eV: 6.08
LUMO energy, eV: -4.87
Net charge: +1

Cartesian coordinates (Å):
W (-0.3811, 1.6543, -0.0811)
Ge (-2.5123, 0.0465, -0.0132)
O (-0.3946, 0.9149, -2.0112)
O (1.5832, 1.6907, -0.6541)
O (0.3381, -0.2382, 0.4436)
O (3.4211, -0.5370, 3.3408)
O (1.5737, -0.3372, -2.6466)
O (-0.4851, -1.3644, -2.8486)
N (1.3986, 0.7903, 2.1867)
N (0.5034, 1.7596, 1.8525)
N (0.9489, 2.3059, -1.4830)
N (-1.4048, 3.0433, 1.0474)
C (2.1675, -1.3754, 1.4349)
C (2.8142, -3.6274, -3.7466)
C (0.2894, 2.7758, 2.6222)
C (-0.7634, 3.6490, 2.1674)
C (2.8577, -3.4982, 0.4972)
C (-2.2357, -1.8479, -0.3139)
C (1.7496, -1.6427, -3.0761)
C (-3.9139, 0.7320, -1.1924)
C (4.0396, -2.5738, 2.3936)
C (-2.3254, 5.4889, 1.9757)
C (2.0190, -2.4121, 0.4966)
C (0.5169, -2.2584, -3.2016)
C (0.3886, -3.5670, -3.5993)
C (-2.6431, 3.5781, 0.4445)
C (2.9276, -2.2964, -3.3419)
C (-1.4403, 3.4777, -0.4332)
C (1.5767, -4.2469, -3.8712)
C (3.8703, -3.5696, 1.4587)
C (3.1950, -1.4616, 2.3939)
C (-1.1890, 4.8394, 2.6128)
C (-2.8446, 0.2944, 1.9166)
C (-3.0222, 4.8951, 0.9991)
C (1.2697, -0.2376, 1.3530)
B (0.1983, -0.2179, -2.4887)
H (-3.9156, 5.3517, 0.5929)
H (-4.5226, -0.1132, -1.5110)
H (-0.6969, 5.3070, 3.4542)
H (-0.5785, -4.0396, -3.6965)
H (1.2308, -2.3362, -0.2409)
H (-3.1134, -2.3412, 0.1105)
H (-0.9796, 4.4259, -0.7012)
H (-4.5569, 1.4553, -0.6939)
H (-3.4277, 2.8429, 0.3242)
H (2.7738, 0.1865, 3.2471)
H (-1.3424, -2.2054, 0.1924)
H (-2.6337, 6.4541, 2.3511)
H (3.7116, -4.1874, -3.9714)
H (-1.9793, -0.0361, 2.4921)
H (1.5295, -5.2791, -4.1900)
H (-3.6950, -0.3333, 2.1923)
H (4.8193, -2.6222, 3.1403)
H (-3.0810, 1.3192, 2.1919)
H (3.8843, -1.8047, -3.2403)
H (4.5384, -4.4213, 1.4735)
H (2.7366, -4.2813, -0.2375)
H (0.8536, 2.9143, 3.5362)
H (-3.4789, 1.1947, -2.0779)
H (-2.1678, -2.0771, -1.3726)


C23H24Br5ILaN4O2S as an isolated structure at a distorted geometry. Source: the Open Molecules 2025 dataset; level of theory: wB97M-V/def2-TZVPD.

Summary:
Energy relative to the best compared isomer or geometry (same formula, charge and spin), eV: 0.427
2S+1: 1
Molar mass, g/mol: 1085.87
HOMO, eV: -9.9
Frontier orbital gap, eV: 7.25
LUMO energy, eV: -2.65
Net charge: +1

Cartesian coordinates (Å):
La (-0.1905, -0.4495, 0.1839)
I (-2.2430, 2.1144, -0.5050)
Br (5.7248, 2.2253, 2.9831)
Br (-0.9656, 4.1471, -3.0792)
Br (2.5401, 3.1869, 2.5165)
Br (4.4118, -2.6942, 0.3733)
Br (6.6679, -0.7383, 1.8474)
S (-0.4567, -1.0016, 3.0881)
O (1.7743, -1.2745, 0.0064)
O (1.0042, 1.1762, 0.9381)
N (-0.3954, -3.1171, 0.7013)
N (-0.3506, -0.3850, -2.3547)
N (0.3992, -0.2788, -6.4366)
N (-2.7198, -1.4921, 0.8230)
C (-2.2148, -1.3914, 3.3043)
C (-0.2012, -3.6398, 2.0676)
C (-3.1440, -0.9908, 2.1483)
C (0.3512, -2.6271, 3.0646)
C (-1.1244, -1.0465, -3.2210)
C (-0.2274, 5.3960, 1.3579)
C (0.1809, 6.1908, 0.2993)
C (4.5242, 1.1199, 2.0741)
C (-1.6144, -3.6036, 0.0433)
C (-1.1617, 3.8300, -0.2004)
C (-0.0576, 5.7954, -1.0078)
C (-0.7281, 4.6090, -1.2660)
C (3.9919, -0.9470, 0.9366)
C (-0.9341, -1.0440, -4.5793)
C (0.1344, -0.2992, -5.1062)
C (-0.8999, 4.2073, 1.1131)
C (-2.8586, -2.9553, 0.6450)
C (4.9191, -0.1305, 1.6060)
C (2.3065, 0.7677, 1.1701)
C (2.7098, -0.5002, 0.6902)
C (0.6393, 0.3603, -2.8687)
C (0.9169, 0.4385, -4.2065)
C (3.2060, 1.5504, 1.8676)
H (-3.7238, -3.1847, 0.0223)
H (-0.1532, -0.8027, -7.0898)
H (-1.5419, -3.3676, -1.0220)
H (1.2392, 0.9351, -2.1683)
H (-2.5414, -0.8551, 4.1935)
H (-3.0595, -3.3996, 1.6214)
H (0.4207, -3.3523, 0.1427)
H (-0.0123, 5.6898, 2.3790)
H (-3.3153, -1.0322, 0.1417)
H (1.1757, 0.2431, -6.7993)
H (-1.9550, -1.6068, -2.8003)
H (0.6974, 7.1246, 0.4796)
H (1.3980, -2.3939, 2.8515)
H (0.4735, -4.4969, 2.0504)
H (-1.7301, -4.6882, 0.1330)
H (-1.6009, -1.6010, -5.2246)
H (-2.2940, -2.4559, 3.5269)
H (-1.2016, 3.5739, 1.9356)
H (-1.1589, -4.0113, 2.4316)
H (0.3066, -3.0415, 4.0712)
H (0.2744, 6.4050, -1.8369)
H (-4.1454, -1.3526, 2.4002)
H (1.7297, 1.0653, -4.5506)
H (-3.1965, 0.0971, 2.0934)


C23H24BrN5O2S2Ti as an isolated structure at a distorted geometry. Source: the Open Molecules 2025 dataset; level of theory: wB97M-V/def2-TZVPD.

Summary:
Energy relative to the best compared isomer or geometry (same formula, charge and spin), eV: 1.260
2S+1: 2
Molar mass, g/mol: 594.38
⟨S²⟩: 0.766
HOMO (alpha / beta), eV: -10.1 / -10.3
Frontier orbital gap (alpha / beta), eV: 6.31 / 6.43
LUMO energy (alpha / beta), eV: -3.74 / -3.87
Net charge: +1

Cartesian coordinates (Å):
Br (7.2333, 4.2056, 2.2903)
Ti (-0.9863, -0.3437, -0.9878)
S (-1.2866, 1.9551, -0.1839)
S (-0.0432, 1.1946, -2.7151)
O (0.1958, -1.5659, -1.4393)
O (-0.7689, 3.6045, -2.2030)
N (-0.8608, -0.9821, 0.8367)
N (-2.7237, -0.8759, -1.7326)
N (3.4171, -1.5010, 3.0082)
N (-4.9034, -1.5403, -2.8014)
N (4.4561, -1.0278, 3.4453)
C (-0.7397, -0.6714, 3.2095)
C (2.6967, -1.3382, 1.8739)
C (0.4968, -1.2057, 0.8394)
C (5.0431, 2.3867, 2.1723)
C (-5.1742, -0.6547, -1.6884)
C (-0.7144, 2.3896, -1.7288)
C (-3.8468, -0.3350, -0.9412)
C (4.3964, 1.1922, 2.3983)
C (6.3658, 2.5408, 2.5703)
C (-4.0945, -0.8588, -3.7889)
C (6.3967, 0.3139, 3.4434)
C (0.6315, -0.8538, 3.2185)
C (1.2853, -1.1461, 2.0103)
C (5.0656, 0.1387, 3.0385)
C (3.2291, -1.6357, 0.6099)
C (-2.7917, -0.3600, -3.1158)
C (-1.2781, 4.6688, -1.4092)
C (7.0477, 1.5013, 3.1937)
C (-1.4457, -0.7419, 2.0161)
C (-2.8266, -2.3507, -1.7568)
C (2.4297, -1.7572, -0.5132)
C (-4.2157, -2.7320, -2.3489)
C (1.0564, -1.5276, -0.4267)
H (4.2902, -1.8160, 0.5209)
H (-2.7092, -2.7233, -0.7280)
H (-0.7514, 5.5708, -1.7145)
H (3.3588, 1.0839, 2.1157)
H (-4.6668, -0.0269, -4.2024)
H (-1.9012, -0.7128, -3.6545)
H (-1.2808, -0.4944, 4.1249)
H (-3.7191, 0.7516, -0.8125)
H (-2.3471, 4.7939, -1.5957)
H (-3.8265, -0.8167, 0.0459)
H (-5.8934, -1.1355, -1.0221)
H (-4.1005, -3.4062, -3.1979)
H (-2.7774, 0.7372, -3.0747)
H (-2.0009, -2.7474, -2.3659)
H (1.2029, -0.7912, 4.1294)
H (-5.6278, 0.2585, -2.0795)
H (4.5341, 3.2048, 1.6885)
H (6.8899, -0.5015, 3.9493)
H (-3.8763, -1.5535, -4.5999)
H (-1.1145, 4.4698, -0.3477)
H (2.8596, -2.0257, -1.4661)
H (-2.5215, -0.6049, 2.0025)
H (8.0727, 1.6347, 3.4986)
H (-4.8392, -3.2377, -1.6105)


| no. | E_tot (a.u.) |
| --- | --- |
| 1 | -3729.94561 |
| 2 | -14857.82747 |
| 3 | -5534.74638 |